No. 1
The following is a DFT calculation (ωB97M-V/def2-TZVPD) of a structure of composition C28H43BrF15IO10Si.

Values from the calculation:
E_HOMO (eV): -9.461
LUMO level (Ha): 0.0090
Kohn-Sham gap (eV): 9.71
Net charge: 0
Calculated total energy (eV): -176994.4626

Element x y z (Å)
C -1.68 1.86 -1.61
C -2.30 2.19 -2.97
C -1.69 1.50 -4.20
I -1.43 -0.61 -3.88
Si -0.12 2.29 -4.93
C 0.67 1.29 -6.30
C 1.75 0.27 -5.89
C 1.13 2.71 -3.58
C 0.89 4.06 -2.92
C 1.23 5.25 -3.80
Br 1.93 4.16 -1.23
H -1.88 2.66 -0.90
H -2.10 0.94 -1.20
H -0.60 1.74 -1.66
H -3.37 1.96 -2.94
H -2.23 3.27 -3.15
H -2.43 1.52 -5.00
H -0.62 3.56 -5.52
H 1.11 2.02 -6.98
H -0.12 0.79 -6.86
H 2.50 0.71 -5.24
H 2.27 -0.12 -6.77
H 1.31 -0.58 -5.36
H 2.15 2.68 -3.99
H 1.10 1.91 -2.83
H -0.12 4.13 -2.54
H 2.20 5.69 -3.54
H 0.48 6.04 -3.72
H 1.28 4.95 -4.85
C -0.09 -2.86 -0.90
C -1.11 -3.94 -1.12
O -1.58 -4.48 0.15
C -2.51 -3.79 0.77
O -3.03 -2.77 0.42
C -2.91 -4.51 2.08
F -1.84 -4.92 2.77
F -3.66 -5.58 1.80
F -3.62 -3.70 2.86
H 0.75 -3.24 -0.30
H 0.30 -2.52 -1.86
H -0.53 -2.00 -0.38
H -0.69 -4.80 -1.64
H -1.98 -3.57 -1.67
C -5.85 7.14 -0.35
C -4.66 6.20 -0.43
O -4.27 5.98 -1.81
C -3.51 6.90 -2.35
O -3.09 7.91 -1.85
C -3.15 6.50 -3.80
F -4.21 6.07 -4.48
F -2.25 5.50 -3.76
F -2.60 7.51 -4.46
H -6.68 6.75 -0.93
H -6.16 7.23 0.69
H -5.58 8.13 -0.72
H -4.90 5.21 -0.06
H -3.80 6.59 0.11
C 5.03 2.39 0.06
C 5.46 3.65 0.77
O 5.91 3.36 2.12
C 7.15 2.92 2.24
O 7.96 2.75 1.37
C 7.49 2.69 3.73
F 6.51 2.03 4.36
F 7.66 3.87 4.34
F 8.61 1.98 3.85
H 4.25 1.88 0.63
H 4.63 2.64 -0.92
H 5.87 1.70 -0.08
H 4.64 4.34 0.91
H 6.27 4.15 0.24
C -3.85 -4.07 6.25
C -2.77 -4.87 6.95
O -2.41 -4.25 8.21
C -3.20 -4.52 9.24
O -4.17 -5.22 9.25
C -2.66 -3.82 10.51
F -2.31 -2.55 10.27
F -1.57 -4.47 10.95
F -3.58 -3.83 11.47
H -3.52 -3.04 6.09
H -4.05 -4.52 5.28
H -4.77 -4.07 6.83
H -1.85 -4.88 6.38
H -3.09 -5.89 7.14
C 3.30 -6.17 1.79
C 2.36 -7.07 1.02
O 2.02 -6.49 -0.26
C 2.90 -6.66 -1.24
O 3.94 -7.24 -1.19
C 2.37 -6.00 -2.53
F 1.87 -4.78 -2.27
F 1.38 -6.74 -3.04
F 3.33 -5.88 -3.44
H 2.85 -5.18 1.93
H 3.48 -6.60 2.78
H 4.25 -6.07 1.28
H 1.40 -7.19 1.52
H 2.81 -8.05 0.84

---

No. 2
The following is a DFT calculation (ωB97M-V/def2-TZVPD) of a structure of composition C28H43N8O4P.

Values from the calculation:
E_HOMO (eV): -7.786
LUMO level (Ha): 0.0067
Kohn-Sham gap (eV): 7.97
Net charge: 0
Calculated total energy (eV): -59122.9005

Element x y z (Å)
C -2.41 1.18 -2.71
C -1.69 0.19 -2.84
C -0.80 -1.13 -2.81
C 0.73 -0.66 -2.97
C 1.60 -1.69 -3.84
C 1.79 -3.02 -2.95
O 2.65 -2.63 -1.86
C 2.60 -3.49 -0.77
C 1.68 -4.77 -0.62
O 3.31 -3.20 0.20
O -1.19 -2.07 -3.84
C -2.07 -1.49 -4.79
O -1.70 -1.25 -5.92
P -1.14 -1.96 -1.11
C -0.75 -0.76 0.28
C -3.00 -2.37 -1.18
C -3.26 -3.83 -0.58
H -3.17 1.99 -2.50
H 0.80 0.35 -3.48
H 1.13 -0.59 -1.90
H 2.63 -1.19 -3.93
H 1.13 -1.92 -4.84
H 2.26 -3.81 -3.64
H 0.75 -3.34 -2.66
H 2.14 -5.42 0.19
H 1.45 -5.31 -1.58
H 0.69 -4.40 -0.19
H -3.17 -1.30 -4.55
H -1.35 -1.08 1.19
H 0.33 -0.76 0.59
H -1.07 0.28 -0.07
H -3.27 -2.40 -2.28
H -3.53 -1.55 -0.60
H -4.11 -4.33 -1.16
H -2.34 -4.50 -0.60
H -3.60 -3.70 0.50
C 2.11 1.66 2.75
C 1.74 1.38 1.33
N 1.45 1.17 0.23
H 2.56 2.65 2.83
H 1.22 1.63 3.38
H 2.82 0.92 3.10
C 1.04 3.30 -2.35
C 1.48 4.72 -2.36
N 1.83 5.82 -2.37
H 1.58 2.73 -3.11
H 1.23 2.85 -1.37
H -0.03 3.24 -2.56
C -3.75 3.87 0.95
C -3.54 2.52 0.35
N -3.38 1.47 -0.12
H -4.78 4.01 1.21
H -3.12 3.99 1.81
H -3.47 4.64 0.20
C 6.04 3.17 1.31
C 5.22 3.41 2.52
N 4.58 3.61 3.47
H 5.55 3.61 0.44
H 7.02 3.62 1.43
H 6.15 2.10 1.14
C -5.32 1.52 4.51
C -4.72 2.32 3.41
N -4.25 2.95 2.55
H -4.82 1.76 5.45
H -6.38 1.74 4.60
H -5.19 0.45 4.30
C 4.74 2.83 -3.92
C 5.60 3.15 -2.75
N 6.27 3.39 -1.84
H 3.71 3.11 -3.71
H 5.09 3.39 -4.79
H 4.79 1.76 -4.14
C 4.90 -1.80 3.12
C 4.09 -1.54 4.34
N 3.46 -1.33 5.29
H 4.41 -1.38 2.24
H 5.89 -1.35 3.22
H 5.02 -2.88 2.98
C -7.57 -2.59 5.30
C -6.33 -1.96 4.78
N -5.35 -1.48 4.38
H -8.04 -1.92 6.04
H -8.27 -2.76 4.48
H -7.34 -3.54 5.78

---

No. 3
The following is a DFT calculation (ωB97M-V/def2-TZVPD) of a structure of composition C28H44BrHgNOP2.

Values from the calculation:
E_HOMO (spin up / spin down) (eV): -12.803 / -12.826
LUMO level (spin up / spin down) (Ha): -0.3170 / -0.3479
Kohn-Sham gap (spin up / spin down) (eV): 4.18 / 3.36
Net charge: +2
Calculated total energy (eV): -126064.0496

Element x y z (Å)
C -0.62 7.37 -6.24
C -0.80 6.00 -6.51
C -1.11 5.60 -7.82
C -1.23 6.59 -8.81
N -1.06 7.88 -8.53
C -0.77 8.28 -7.29
C -0.66 5.02 -5.47
C -0.54 4.20 -4.57
C -0.48 3.23 -3.54
C 0.55 3.28 -2.58
C 0.60 2.31 -1.57
C -0.34 1.28 -1.61
C -1.42 1.28 -2.49
C -1.46 2.24 -3.49
Hg -0.32 -0.43 -0.39
P 2.05 -1.04 -1.10
H -1.25 4.56 -8.06
H -0.38 7.71 -5.24
H -1.48 6.30 -9.84
H -0.63 9.35 -7.11
H -2.25 2.23 -4.25
H 1.29 4.08 -2.65
H -2.21 0.53 -2.43
H 1.36 2.38 -0.80
C 2.41 -2.64 -0.30
C 3.33 -3.59 -1.06
H 1.42 -3.11 -0.11
H 2.81 -2.41 0.70
H 3.54 -4.46 -0.43
H 2.88 -3.95 -1.99
H 4.30 -3.13 -1.30
C 1.88 -1.26 -2.91
C 2.91 -0.55 -3.78
H 0.87 -0.88 -3.16
H 1.86 -2.34 -3.13
H 2.65 -0.72 -4.84
H 2.90 0.54 -3.61
H 3.93 -0.93 -3.62
C 3.40 0.12 -0.72
C 4.81 -0.49 -0.75
H 3.18 0.51 0.29
H 3.33 0.97 -1.41
H 5.55 0.31 -0.57
H 4.95 -1.24 0.04
H 5.06 -0.94 -1.72
Br -1.20 -2.32 1.07
P -2.58 -3.39 -4.16
C -0.74 -3.53 -4.12
C -0.28 -4.98 -4.32
H -0.40 -3.12 -3.16
H -0.36 -2.89 -4.93
H 0.78 -5.00 -4.57
H -0.42 -5.57 -3.40
H -0.84 -5.46 -5.13
C -3.06 -3.16 -2.39
C -4.48 -3.70 -2.15
H -2.98 -2.09 -2.14
H -2.32 -3.70 -1.78
H -4.63 -3.87 -1.08
H -5.24 -2.98 -2.50
H -4.63 -4.65 -2.68
C -2.86 -1.72 -4.90
C -3.10 -1.78 -6.41
H -1.99 -1.09 -4.66
H -3.73 -1.30 -4.38
H -3.55 -0.84 -6.75
H -2.17 -1.93 -6.97
H -3.79 -2.60 -6.67
C -1.29 0.08 4.05
C -0.06 0.53 3.29
C 1.23 0.28 4.02
O -0.11 1.05 2.17
H -1.11 0.13 5.13
H -1.50 -0.97 3.77
H -2.15 0.70 3.78
H 1.62 -0.70 3.70
H 1.97 1.05 3.76
H 1.07 0.26 5.10

---

No. 4
The following is a DFT calculation (ωB97M-V/def2-TZVPD) of a structure of composition C28H44BrMnN3P2.

Values from the calculation:
E_HOMO (spin up / spin down) (eV): -11.235 / -11.231
LUMO level (spin up / spin down) (Ha): -0.2484 / -0.3786
2S+1: 6
Expectation value of S²: 8.944
Kohn-Sham gap (spin up / spin down) (eV): 4.48 / 0.93
Net charge: +2
Calculated total energy (eV): -154143.0831

Element x y z (Å)
N 10.31 -2.77 -4.40
C 10.25 -1.94 -3.35
C 9.05 -1.43 -2.82
C 7.81 -1.80 -3.40
C 7.89 -2.67 -4.51
C 9.13 -3.12 -4.96
C 6.57 -1.27 -2.85
Mn 0.00 0.00 0.00
P -3.73 -3.83 3.46
C 5.50 -2.00 -2.42
C 4.25 -1.50 -1.87
C 3.17 -2.39 -1.69
C 1.95 -1.96 -1.16
C 1.74 -0.62 -0.78
C 2.83 0.28 -0.96
C 4.05 -0.15 -1.49
Br -2.21 0.79 0.99
H 6.52 -0.17 -2.79
H 5.57 -3.09 -2.49
H 9.07 -0.75 -1.96
H 6.98 -3.01 -5.02
H 11.21 -1.65 -2.89
H 9.19 -3.80 -5.82
H 3.30 -3.44 -1.97
H 4.85 0.58 -1.61
H 1.14 -2.69 -1.03
H 2.71 1.33 -0.68
P -1.14 -0.67 -1.92
C -2.02 -3.45 4.15
C -1.63 -4.35 5.32
H -1.97 -2.38 4.43
H -1.32 -3.59 3.31
H -0.87 -3.85 5.96
H -2.49 -4.58 5.97
H -1.20 -5.30 4.97
C -3.18 -4.85 1.98
C -4.24 -5.83 1.46
H -2.29 -5.41 2.32
H -2.84 -4.17 1.18
H -3.78 -6.63 0.87
H -4.81 -6.29 2.29
H -4.97 -5.32 0.80
C -4.09 -2.17 2.64
C -5.10 -1.31 3.40
H -4.42 -2.34 1.60
H -3.12 -1.64 2.59
H -5.59 -0.58 2.73
H -5.90 -1.91 3.87
H -4.61 -0.74 4.21
C -2.62 0.40 -2.22
C -2.85 0.98 -3.63
H -2.50 1.22 -1.49
H -3.49 -0.20 -1.89
H -2.07 1.73 -3.87
H -2.85 0.21 -4.41
H -3.82 1.50 -3.66
C -1.73 -2.43 -1.95
C -1.05 -3.43 -2.89
H -2.81 -2.36 -2.20
H -1.70 -2.78 -0.90
H -1.51 -3.42 -3.90
H 0.03 -3.24 -3.01
H -1.16 -4.46 -2.49
C 0.04 -0.47 -3.35
C 0.78 0.86 -3.53
H -0.59 -0.67 -4.24
H 0.72 -1.33 -3.26
H 1.80 0.70 -3.93
H 0.25 1.56 -4.20
H 0.89 1.36 -2.55
N 1.12 4.13 0.51
C -0.13 4.32 0.09
C -0.69 3.09 -0.15
N 0.23 2.11 0.09
C 1.31 2.80 0.52
H 1.80 4.87 0.81
H -0.61 5.28 -0.02
H -1.70 2.95 -0.49
H 2.22 2.38 0.92

---

No. 5
The following is a DFT calculation (ωB97M-V/def2-TZVPD) of the molecule C28H44O.

Values from the calculation:
E_HOMO (eV): -7.785
SMILES string: C=C1CC[C@H](O)C/C1=C\C=C1/CCC[C@@]2(C)[C@@H]([C@H](C)/C=C/[C@@H](C)C(C)C)CC[C@@H]12
LUMO level (Ha): 0.0219
Kohn-Sham gap (eV): 8.38
Net charge: 0
Calculated total energy (eV): -31797.1166

Element x y z (Å)
C -7.19 -1.08 -1.22
C -6.80 -0.24 -0.26
C -7.77 0.23 0.79
C -7.33 1.52 1.49
C -6.57 2.41 0.50
O -7.32 2.73 -0.64
C -5.24 1.72 0.16
C -5.42 0.26 -0.19
C -4.38 -0.56 -0.44
C -3.00 -0.17 -0.43
C -1.93 -0.96 -0.62
C -1.99 -2.44 -0.84
C -1.11 -3.15 0.20
C 0.32 -2.63 0.13
C 0.41 -1.12 0.37
C 0.04 -0.77 1.81
C 1.78 -0.54 -0.07
C 3.05 -1.31 0.31
C 3.30 -1.36 1.82
C 4.27 -0.71 -0.34
C 4.58 0.58 -0.35
C 5.82 1.15 -0.96
C 5.45 2.25 -1.95
C 6.81 1.64 0.11
C 6.20 2.65 1.08
C 7.38 0.46 0.89
C 1.67 -0.40 -1.61
C 0.17 -0.37 -1.95
C -0.55 -0.37 -0.59
H -6.52 -1.41 -1.99
H -8.20 -1.45 -1.27
H -7.88 -0.56 1.54
H -8.76 0.37 0.33
H -6.67 1.30 2.32
H -8.20 2.05 1.87
H -6.36 3.38 0.97
H -7.49 1.90 -1.12
H -4.79 2.24 -0.69
H -4.56 1.82 1.01
H -4.61 -1.59 -0.64
H -2.81 0.89 -0.26
H -3.01 -2.81 -0.77
H -1.61 -2.68 -1.84
H -1.52 -2.98 1.20
H -1.12 -4.22 0.01
H 0.73 -2.87 -0.85
H 0.92 -3.15 0.88
H 0.33 0.26 2.04
H -1.04 -0.84 1.94
H 0.52 -1.43 2.52
H 1.85 0.46 0.36
H 2.95 -2.34 -0.06
H 4.28 -1.78 2.02
H 2.56 -1.99 2.33
H 3.26 -0.36 2.24
H 4.96 -1.41 -0.78
H 3.91 1.31 0.08
H 6.33 0.35 -1.52
H 4.88 3.04 -1.47
H 6.35 2.69 -2.39
H 4.85 1.84 -2.76
H 7.64 2.13 -0.41
H 5.77 3.49 0.56
H 5.43 2.18 1.69
H 6.97 3.04 1.75
H 6.57 -0.07 1.40
H 8.09 0.80 1.64
H 7.88 -0.24 0.23
H 2.17 0.50 -1.94
H 2.16 -1.24 -2.10
H -0.11 -1.25 -2.53
H -0.10 0.51 -2.53
H -0.62 0.66 -0.24